Record 1
{
  "formula": "C2H4N4S",
  "method": "ωB97M-V with the def2-TZVPD basis set",
  "multiplicity": 1,
  "de_lowest_kcal_mol": 100.9,
  "smiles": "NN1C=NN=CS1",
  "homo_lumo_gap_ev": [8.4290, 8.4285],
  "symbols": ["N", "N", "C", "N", "N", "C", "S", "H", "H", "H", "H"],
  "positions_angstrom": [[0.707, -1.022, -1.289], [0.094, 0.176, -0.973], [-1.239, -0.031, -0.560], [-1.700, 0.419, 0.718], [-0.815, 0.491, 1.639], [0.428, 0.868, 1.501], [0.972, 1.431, -0.003], [1.606, -0.864, -1.824], [0.684, -1.584, -0.410], [-1.726, -0.658, -1.193], [0.987, 0.775, 2.393]],
  "nbo_charge": [-0.65, -0.37, 0.18, -0.27, -0.19, -0.25, 0.39, 0.39, 0.37, 0.20, 0.22]
}


Record 2
{
  "formula": "C33H40N3O",
  "method": "ωB97M-V with the def2-TZVPD basis set",
  "multiplicity": 1,
  "de_lowest_kcal_mol": 21.0,
  "homo_lumo_gap_ev": 6.5557,
  "charge": 1,
  "symbols": ["C", "N", "C", "O", "C", "C", "C", "C", "C", "C", "C", "C", "N", "C", "C", "C", "C", "C", "C", "C", "C", "C", "C", "C", "C", "C", "C", "H", "H", "H", "H", "H", "H", "H", "H", "H", "H", "H", "H", "H", "H", "H", "H", "H", "H", "H", "H", "H", "H", "H", "H", "H", "H", "H", "H", "H", "C", "C", "C", "N", "C", "C", "C", "C", "C", "C", "H", "H", "H", "H", "H", "H", "H", "H", "H", "H", "H"],
  "positions_angstrom": [[2.871, -1.919, 0.271], [2.214, -1.522, 1.493], [2.969, -1.276, 2.617], [4.158, -1.549, 2.748], [2.073, -0.604, 3.631], [2.457, 0.859, 3.860], [2.598, 1.614, 2.560], [3.801, 1.537, 1.849], [3.943, 2.177, 0.618], [2.875, 2.910, 0.087], [1.688, 3.034, 0.817], [1.564, 2.417, 2.066], [0.745, -0.754, 3.016], [-0.295, -0.039, 3.483], [-1.428, 0.285, 2.738], [-2.668, 0.399, 3.358], [-3.903, 0.213, 2.644], [-5.066, -0.230, 3.330], [-6.239, -0.511, 2.640], [-6.285, -0.362, 1.246], [-5.156, 0.095, 0.553], [-3.986, 0.413, 1.240], [0.776, -1.411, 1.685], [0.011, -2.793, 1.532], [0.594, -3.805, 2.519], [0.156, -3.300, 0.098], [-1.478, -2.624, 1.795], [3.802, -1.348, 0.162], [3.123, -2.990, 0.289], [2.220, -1.705, -0.582], [2.110, -1.181, 4.567], [1.718, 1.335, 4.513], [3.426, 0.841, 4.377], [4.627, 0.954, 2.265], [4.889, 2.093, 0.078], [2.976, 3.388, -0.890], [0.854, 3.617, 0.419], [0.651, 2.540, 2.655], [-0.222, 0.276, 4.529], [-1.327, 0.420, 1.652], [-2.703, 0.405, 4.448], [-5.007, -0.349, 4.416], [-7.115, -0.856, 3.191], [-7.200, -0.602, 0.704], [-5.184, 0.202, -0.534], [-3.122, 0.821, 0.706], [0.367, -0.717, 0.925], [0.442, -3.483, 3.555], [0.078, -4.766, 2.384], [1.664, -3.971, 2.341], [-0.051, -2.501, -0.628], [1.143, -3.730, -0.100], [-0.577, -4.100, -0.079], [-1.918, -1.873, 1.126], [-1.985, -3.581, 1.596], [-1.686, -2.355, 2.835], [-2.478, 0.882, 7.514], [-2.460, 2.174, 6.712], [-1.719, 3.329, 7.336], [-3.051, 2.185, 5.574], [-3.607, 3.235, 4.851], [-4.816, 2.987, 4.160], [-5.331, 3.883, 3.238], [-4.716, 5.134, 3.079], [-3.584, 5.452, 3.839], [-3.007, 4.505, 4.688], [-1.678, 0.885, 8.260], [-3.440, 0.772, 8.036], [-2.360, 0.013, 6.854], [-1.265, 3.016, 8.283], [-0.914, 3.677, 6.676], [-2.391, 4.172, 7.542], [-5.301, 2.026, 4.345], [-6.216, 3.610, 2.660], [-5.123, 5.851, 2.365], [-3.137, 6.447, 3.768], [-2.087, 4.722, 5.231]],
  "mulliken_charge": [-1.23, 0.72, -0.12, -0.66, 0.17, -1.56, 0.40, -0.22, -0.68, -0.52, -0.82, 0.01, 0.66, -1.19, -0.19, -0.81, 1.21, -0.50, -0.64, -0.47, -0.83, -0.21, -1.40, 2.08, -1.74, -1.76, -1.97, 0.35, 0.36, 0.43, 0.42, 0.54, 0.62, 0.44, 0.43, 0.40, 0.43, 0.49, 0.87, 0.50, 0.43, 0.44, 0.43, 0.43, 0.42, 0.48, 0.74, 0.31, 0.46, 0.34, 0.35, 0.39, 0.45, 0.36, 0.62, 0.27, -1.40, 1.11, -1.53, 0.02, 0.37, -0.35, -0.56, -0.51, -0.67, -0.49, 0.45, 0.30, 0.27, 0.42, 0.34, 0.35, 0.54, 0.43, 0.39, 0.39, 0.24]
}


Record 3
{
  "formula": "C38H44N3O3",
  "method": "ωB97M-V with the def2-TZVPD basis set",
  "multiplicity": 1,
  "de_lowest_kcal_mol": 16.3,
  "homo_lumo_gap_ev": 5.6804,
  "charge": 1,
  "symbols": ["C", "C", "N", "C", "C", "C", "C", "C", "C", "C", "C", "C", "N", "C", "C", "O", "C", "C", "C", "C", "C", "C", "C", "C", "O", "H", "H", "H", "H", "H", "H", "H", "H", "H", "H", "H", "H", "H", "H", "H", "H", "H", "H", "H", "H", "H", "H", "H", "H", "H", "O", "C", "C", "C", "C", "C", "C", "C", "C", "C", "C", "C", "C", "C", "C", "C", "C", "C", "N", "H", "H", "H", "H", "H", "H", "H", "H", "H", "H", "H", "H", "H", "H", "H", "H", "H", "H", "H"],
  "positions_angstrom": [[0.185, -4.485, -7.160], [-0.162, -4.077, -5.739], [0.246, -2.694, -5.425], [-0.153, -2.240, -4.178], [-0.373, -0.864, -3.928], [-0.519, -0.383, -2.641], [-0.274, -1.243, -1.510], [-0.142, -0.795, -0.193], [0.342, -1.711, 0.840], [1.657, -2.246, 0.781], [2.133, -3.062, 1.794], [1.285, -3.454, 2.862], [1.822, -4.092, 3.986], [1.092, -5.288, 4.395], [1.638, -5.841, 5.699], [3.061, -5.967, 5.695], [3.712, -4.716, 5.412], [3.289, -4.179, 4.047], [-0.069, -3.036, 2.858], [-0.528, -2.176, 1.871], [-0.081, -2.637, -1.804], [-0.127, -3.129, -3.089], [0.257, -1.692, -6.471], [0.778, -2.275, -7.781], [0.024, -3.454, -8.124], [1.223, -4.865, -7.156], [-0.514, -5.270, -7.493], [-1.258, -4.204, -5.596], [0.334, -4.770, -5.055], [-0.388, -0.184, -4.772], [-0.714, 0.687, -2.484], [-0.553, 0.166, 0.105], [2.309, -2.032, -0.065], [3.158, -3.424, 1.787], [0.033, -5.043, 4.505], [1.186, -6.080, 3.624], [1.283, -5.179, 6.515], [1.272, -6.872, 5.852], [3.468, -3.937, 6.171], [4.801, -4.944, 5.429], [3.689, -4.860, 3.274], [3.736, -3.177, 3.917], [-0.718, -3.350, 3.683], [-1.582, -1.873, 1.866], [0.187, -3.353, -1.036], [-0.003, -4.190, -3.265], [-0.765, -1.308, -6.659], [0.910, -0.863, -6.170], [0.588, -1.548, -8.598], [1.872, -2.476, -7.662], [-2.435, 3.306, -0.136], [-1.564, 3.974, 0.768], [-2.390, 5.255, 1.093], [-3.776, 5.131, 0.938], [-4.640, 6.144, 1.363], [-4.115, 7.316, 1.895], [-2.733, 7.511, 1.921], [-1.858, 6.476, 1.535], [-1.308, 3.116, 2.015], [-0.893, 1.824, 1.736], [-0.375, 0.999, 2.727], [-0.301, 1.471, 4.035], [-0.761, 2.758, 4.325], [-1.298, 3.579, 3.323], [-0.162, 4.139, 0.122], [-0.132, 5.134, -1.042], [1.025, 4.692, -1.924], [1.301, 3.237, -1.553], [0.320, 2.887, -0.505], [-1.941, 2.711, -0.746], [-4.196, 4.250, 0.440], [-5.716, 5.982, 1.269], [-4.780, 8.086, 2.284], [-2.303, 8.451, 2.255], [-0.767, 6.592, 1.551], [-0.886, 1.532, 0.690], [-0.046, 0.012, 2.458], [0.103, 0.813, 4.814], [-0.713, 3.124, 5.344], [-1.673, 4.581, 3.539], [0.527, 4.438, 0.927], [-1.076, 5.041, -1.596], [-0.053, 6.155, -0.663], [0.768, 4.791, -2.973], [1.925, 5.271, -1.711], [1.201, 2.540, -2.398], [2.334, 3.127, -1.186], [0.740, 2.236, 0.153]],
  "mulliken_charge": [-0.70, -0.47, 0.12, 1.64, -0.82, -0.56, 0.22, 0.55, 0.16, -1.06, -0.42, 0.91, 0.16, -0.34, -0.74, -0.35, -0.75, -0.69, -0.54, -0.53, -1.07, -0.85, -0.69, -0.79, -0.35, 0.34, 0.33, 0.38, 0.32, 0.44, 0.35, 0.48, 0.55, 0.45, 0.27, 0.28, 0.35, 0.34, 0.36, 0.34, 0.38, 0.48, 0.31, 0.46, 0.31, 0.27, 0.41, 0.51, 0.36, 0.35, -0.56, 2.77, -0.45, -0.47, -0.67, -0.49, -0.84, 0.05, -1.19, -0.39, 0.35, -0.99, -0.84, -0.49, -0.58, -0.59, -0.69, -0.67, -0.06, 0.24, 0.35, 0.38, 0.39, 0.39, 0.39, -0.01, 0.27, 0.45, 0.39, 0.49, 0.48, 0.36, 0.39, 0.36, 0.27, 0.24, 0.33, 0.18]
}


Record 4
{
  "formula": "C22H47AlFINO7",
  "method": "ωB97M-V with the def2-TZVPD basis set",
  "multiplicity": 1,
  "homo_lumo_gap_ev": 6.4081,
  "charge": -1,
  "symbols": ["C", "C", "Al", "C", "C", "C", "I", "C", "C", "F", "N", "C", "C", "C", "O", "H", "H", "H", "H", "H", "H", "H", "H", "H", "H", "H", "H", "H", "H", "H", "H", "H", "H", "H", "C", "O", "C", "C", "O", "C", "C", "O", "C", "H", "H", "H", "H", "H", "H", "H", "H", "H", "H", "H", "H", "H", "H", "C", "O", "C", "C", "O", "C", "C", "O", "C", "H", "H", "H", "H", "H", "H", "H", "H", "H", "H", "H", "H", "H", "H"],
  "positions_angstrom": [[-3.852, -0.379, -1.009], [-3.216, -0.060, -2.159], [-1.393, -0.971, -2.406], [-1.819, -2.943, -2.683], [-1.620, -3.454, -4.128], [-2.949, -4.007, -4.687], [-0.204, -5.100, -4.097], [-0.363, -0.663, -0.663], [-0.600, 0.783, -0.161], [1.051, -0.857, -0.748], [-0.509, -0.342, -3.991], [-0.698, 1.101, -4.249], [0.780, -0.759, -4.058], [1.883, 0.014, -4.772], [1.090, -1.822, -3.571], [-3.420, -0.074, -0.053], [-4.755, -0.996, -0.959], [-3.667, 0.618, -2.895], [-2.864, -3.127, -2.406], [-1.191, -3.505, -1.990], [-1.285, -2.691, -4.828], [-3.238, -4.851, -4.061], [-3.700, -3.215, -4.730], [-2.778, -4.352, -5.711], [-0.767, -1.361, 0.084], [-1.137, 1.373, -0.910], [-1.170, 0.822, 0.769], [0.387, 1.242, -0.039], [-1.761, 1.321, -4.126], [-0.489, 1.305, -5.305], [-0.133, 1.761, -3.582], [1.589, 0.978, -5.186], [2.191, -0.604, -5.619], [2.741, 0.111, -4.112], [-1.837, 6.716, 2.773], [-0.898, 6.719, 1.724], [-0.007, 7.819, 1.800], [1.253, 7.541, 1.007], [2.186, 6.714, 1.689], [1.865, 5.327, 1.772], [2.059, 4.580, 0.471], [0.958, 4.796, -0.395], [1.284, 4.543, -1.745], [-2.458, 7.620, 2.745], [-2.477, 5.845, 2.646], [-1.334, 6.641, 3.744], [0.258, 8.022, 2.845], [-0.516, 8.698, 1.379], [1.771, 8.493, 0.862], [1.022, 7.145, 0.017], [0.861, 5.178, 2.173], [2.569, 4.917, 2.500], [2.123, 3.503, 0.675], [2.990, 4.913, -0.005], [2.077, 5.222, -2.082], [0.395, 4.725, -2.346], [1.599, 3.503, -1.880], [2.207, -1.706, 3.991], [1.372, -2.719, 3.485], [1.656, -3.012, 2.118], [1.137, -4.384, 1.755], [1.988, -5.449, 2.186], [1.979, -5.749, 3.572], [0.734, -6.484, 4.025], [-0.344, -5.581, 4.206], [-1.595, -6.225, 4.148], [2.069, -0.772, 3.434], [1.937, -1.538, 5.033], [3.260, -2.011, 3.948], [2.737, -2.970, 1.938], [1.158, -2.257, 1.499], [1.121, -4.455, 0.666], [0.114, -4.533, 2.102], [2.158, -4.856, 4.173], [2.831, -6.418, 3.722], [0.930, -6.973, 4.991], [0.473, -7.246, 3.281], [-1.747, -6.688, 3.167], [-2.367, -5.471, 4.296], [-1.683, -6.984, 4.935]],
  "mulliken_charge": [-0.89, -0.26, 0.09, -1.03, -0.11, -1.49, -0.07, 0.70, -1.35, -0.37, 0.05, -1.24, 0.82, -1.41, -0.56, 0.21, 0.22, 0.28, 0.31, 0.52, 0.36, 0.42, 0.34, 0.43, 0.26, 0.20, 0.23, 0.31, 0.26, 0.47, 0.31, 0.42, 0.31, 0.28, -0.80, -0.21, -0.60, -0.33, -0.47, -0.46, -0.55, -0.24, -0.87, 0.31, 0.24, 0.33, 0.35, 0.41, 0.39, 0.15, 0.20, 0.40, 0.44, 0.34, 0.35, 0.25, 0.34, -0.78, -0.25, -0.17, -0.36, -0.50, -0.38, -0.58, -0.24, -0.78, 0.27, 0.23, 0.34, 0.34, 0.12, 0.36, 0.19, 0.16, 0.39, 0.41, 0.35, 0.33, 0.23, 0.32]
}